Computed, not measured: a molecular structure, C15H18N3O6S2W, with ωB97M-V with the def2-TZVPD basis set.

## Properties
HOMO level = -17.776 eV
Total charge = +3
E_tot = -2060.5891 a.u.
Frontier orbital gap = 6.0 eV

Last column: Löwdin charge in e.
Cartesian coordinates (Å):
W 0.554 -1.198 0.352  1.955
C -0.079 5.306 4.999  -0.004
C -0.275 4.269 3.945  -0.194
C -1.044 4.535 2.807  0.026
C -1.230 3.580 1.830  -0.001
C -0.622 2.330 2.006  -0.336
C 0.155 2.026 3.138  -0.044
C 0.317 2.999 4.091  0.011
S -0.853 1.188 0.777  0.791
O -0.876 -0.256 1.385  -0.411
O -1.907 1.462 -0.119  -0.173
N 0.542 0.773 -0.045  -0.289
C 1.772 1.554 -0.061  -0.080
C 2.896 0.539 -0.157  -0.395
O 4.039 0.666 -0.313  0.280
O 2.303 -0.793 -0.040  -0.215
H -0.709 6.176 4.836  0.097
H 0.964 5.633 5.006  0.113
H -0.289 4.895 5.987  0.107
H -1.514 5.503 2.695  0.141
H -1.841 3.784 0.960  0.134
H 0.584 1.041 3.278  0.116
H 0.895 2.786 4.981  0.139
H 1.900 2.125 0.864  0.146
H 1.832 2.245 -0.903  0.165
S 1.837 -3.487 4.068  1.137
C 1.317 -2.830 2.818  -0.731
N 0.876 -2.284 1.778  -0.154
O 0.807 -2.535 -1.291  -0.023
C -0.438 -2.517 -1.552  -0.491
O -1.117 -1.790 -0.756  -0.029
C -1.070 -3.211 -2.711  -0.123
N -0.175 -4.264 -3.304  0.124
C -0.516 -4.291 -4.790  -0.057
C -0.651 -2.815 -5.105  -0.115
C -1.370 -2.217 -3.883  -0.055
H -1.988 -3.688 -2.366  0.190
H -0.300 -5.180 -2.865  0.203
H 0.811 -4.007 -3.189  0.187
H -1.454 -4.836 -4.885  0.153
H 0.272 -4.818 -5.322  0.152
H -1.216 -2.658 -6.021  0.145
H 0.332 -2.365 -5.244  0.134
H -2.447 -2.165 -4.022  0.142
H -1.021 -1.210 -3.658  0.133